# 1
{"formula": "C40H53FeN4O2S2Si", "method": "wB97M-V/def2-TZVPD", "energy_ev": -116329.6641, "largest_force_ha_per_bohr": 0.0220, "lumo_energy_ev": [-2.4, -2.4], "spin_multiplicity": 5, "homo_lumo_gap_ha": [0.2455, 0.2466], "charge": 1, "elements": ["Fe", "C", "Si", "C", "C", "N", "C", "C", "C", "C", "C", "C", "O", "C", "C", "C", "C", "C", "C", "H", "H", "H", "H", "H", "H", "H", "H", "H", "H", "H", "H", "H", "H", "H", "H", "H", "H", "C", "C", "C", "C", "C", "C", "C", "N", "C", "C", "C", "C", "C", "C", "C", "N", "C", "C", "C", "C", "H", "H", "H", "H", "H", "H", "H", "H", "H", "H", "H", "H", "H", "H", "H", "H", "H", "H", "H", "H", "H", "H", "H", "H", "S", "C", "N", "C", "C", "C", "C", "H", "H", "H", "H", "H", "C", "S", "C", "O", "H", "H", "H", "H", "H", "H"], "coordinates": [[-0.28130, 0.34413, 0.13906], [0.06085, 1.07021, 3.33706], [-1.37466, -0.15883, 3.14520], [-1.33432, -1.35541, 4.60972], [-2.89902, 0.94834, 3.33451], [-1.27172, -0.86322, 1.57289], [-1.58798, -2.13955, 1.19499], [-2.42575, -3.00307, 1.92930], [-2.68932, -4.29833, 1.52159], [-2.14642, -4.79109, 0.34412], [-1.35363, -3.95922, -0.43293], [-1.08471, -2.66842, -0.01379], [-0.34473, -1.77595, -0.80101], [0.60336, -2.31985, -1.66911], [1.64748, -3.09278, -1.18220], [2.58514, -3.60765, -2.06111], [2.48725, -3.34803, -3.42128], [1.44411, -2.56955, -3.89733], [0.49370, -2.05897, -3.02402], [-0.11448, 1.69925, 4.21254], [0.11064, 1.73198, 2.46270], [1.03236, 0.59105, 3.45977], [-0.82641, -0.88659, 5.45527], [-0.81047, -2.28607, 4.38136], [-2.34130, -1.61777, 4.94072], [-2.83116, 1.50498, 4.27321], [-3.84476, 0.40082, 3.34011], [-2.90630, 1.66785, 2.51674], [-2.87232, -2.62202, 2.83886], [-3.33015, -4.92834, 2.12546], [-2.33880, -5.80612, 0.02470], [-0.94051, -4.31566, -1.36794], [1.71783, -3.29021, -0.12130], [3.39229, -4.22095, -1.68226], [3.22130, -3.75119, -4.10619], [1.36287, -2.35976, -4.95576], [-0.32587, -1.45514, -3.38774], [6.59178, -1.31523, 2.22537], [5.38636, -1.33774, 3.17799], [5.55491, -0.24016, 4.24335], [5.33789, -2.69921, 3.87290], [4.11325, -1.04619, 2.40049], [2.99457, -1.87209, 2.43273], [1.86172, -1.50720, 1.72541], [1.77280, -0.39156, 1.01483], [2.82902, 0.42389, 0.97638], [4.00707, 0.11770, 1.63923], [2.62497, 1.67203, 0.20282], [3.55995, 2.69936, 0.16276], [3.30909, 3.85770, -0.56319], [2.10042, 3.90888, -1.25714], [1.21924, 2.85084, -1.17282], [1.46207, 1.75797, -0.44887], [4.26772, 5.03764, -0.59348], [4.66345, 5.34201, -2.04519], [3.54197, 6.25123, 0.01394], [5.53731, 4.77605, 0.21911], [7.50277, -1.54555, 2.77857], [6.72268, -0.33668, 1.76260], [6.47454, -2.05636, 1.43289], [6.43602, -0.44847, 4.85165], [4.68406, -0.20069, 4.89995], [5.68167, 0.74062, 3.78307], [6.27816, -2.86566, 4.39815], [5.20771, -3.50918, 3.15290], [4.53440, -2.74591, 4.60984], [2.98472, -2.79097, 3.00021], [0.97143, -2.12699, 1.75044], [4.85113, 0.78688, 1.56936], [4.48528, 2.59709, 0.70569], [1.84013, 4.76600, -1.86238], [0.27544, 2.86721, -1.70611], [3.79816, 5.60876, -2.65257], [5.15019, 4.47902, -2.50276], [5.36114, 6.17973, -2.06917], [2.62949, 6.48728, -0.53328], [4.19211, 7.12665, -0.01478], [3.27730, 6.05509, 1.05461], [6.10950, 3.93975, -0.18726], [5.30739, 4.57850, 1.26775], [6.17091, 5.66214, 0.18323], [-1.38901, 0.77336, -2.52667], [-2.87807, 0.03464, -2.77231], [-3.82505, 0.69833, -3.49933], [-5.05096, 0.20056, -3.79417], [-5.41768, -1.02713, -3.34503], [-4.48546, -1.76420, -2.58187], [-3.25061, -1.24906, -2.30369], [-3.55211, 1.60964, -3.84299], [-5.69567, 0.82727, -4.39322], [-6.39436, -1.42740, -3.56834], [-4.75361, -2.74726, -2.21700], [-2.52862, -1.80770, -1.72399], [-3.49836, 3.96898, 0.80133], [-2.98667, 2.56889, -0.22789], [-4.25388, 1.40260, 0.36055], [-1.69834, 2.11142, 0.38547], [-3.53427, 3.67038, 1.84710], [-4.47356, 4.30991, 0.45492], [-2.75821, 4.75516, 0.66516], [-5.13985, 1.52139, -0.26465], [-4.48684, 1.57926, 1.40740], [-3.84421, 0.40005, 0.24620]]}

# 2
{"formula": "C40H53N6RbSSi2", "method": "wB97M-V/def2-TZVPD", "energy_ev": -78528.8828, "largest_force_ha_per_bohr": 0.0824, "lumo_energy_ev": 3.6, "spin_multiplicity": 1, "homo_lumo_gap_ha": 0.1588, "charge": -2, "elements": ["Rb", "N", "C", "C", "C", "C", "C", "C", "N", "C", "C", "C", "S", "C", "N", "H", "H", "H", "H", "H", "H", "H", "C", "Si", "C", "C", "N", "C", "C", "C", "C", "C", "C", "N", "Si", "C", "C", "C", "H", "H", "H", "H", "H", "H", "H", "H", "H", "H", "H", "H", "H", "H", "H", "H", "H", "H", "H", "H", "H", "H", "C", "C", "C", "C", "C", "C", "C", "C", "N", "C", "C", "C", "C", "C", "C", "C", "C", "C", "C", "H", "H", "H", "H", "H", "H", "H", "H", "H", "H", "H", "H", "H", "H", "H", "H", "H", "H", "H", "H", "H", "H", "H", "H"], "coordinates": [[-0.80822, -1.01340, 0.67829], [2.42492, 2.38465, 2.60447], [1.25014, 2.95587, 2.32031], [0.93018, 4.18642, 1.74212], [-0.36159, 4.37623, 1.37459], [-1.42946, 3.47058, 1.70734], [-1.08158, 2.25513, 2.30588], [0.24095, 2.04356, 2.61272], [0.84838, 0.88734, 3.12906], [2.09554, 1.13781, 3.11603], [3.14065, 0.18705, 3.62464], [4.39829, 0.22349, 3.05817], [5.32374, -1.04987, 3.72273], [4.04069, -1.40811, 4.78822], [2.95829, -0.71923, 4.61578], [3.31219, 2.76526, 2.40848], [1.74288, 4.74195, 1.20136], [-0.67680, 5.25663, 0.76702], [-2.43749, 3.63119, 1.41559], [-1.77087, 1.42785, 2.35728], [4.61926, 0.77369, 2.12825], [4.19654, -2.27181, 5.43211], [-3.48589, -1.05209, 4.21877], [-4.06394, -1.04198, 2.35049], [-5.95737, -0.53510, 2.54330], [-3.98203, -2.91402, 1.88350], [-3.24476, 0.03406, 1.48350], [-3.61207, 0.61989, 0.30395], [-4.16492, 1.91076, 0.25269], [-4.41796, 2.65696, -0.94358], [-4.24406, 1.96961, -2.08589], [-3.87749, 0.64063, -2.14344], [-3.55929, -0.06822, -0.98582], [-3.20530, -1.37678, -0.97998], [-3.78648, -2.53703, -1.97977], [-5.64984, -2.63643, -2.06924], [-3.35529, -2.47590, -3.85932], [-3.22630, -4.25487, -1.47954], [-4.35866, -1.21711, 4.82650], [-3.17969, -0.05363, 4.27660], [-2.75319, -1.70851, 4.62563], [-5.97801, 0.40419, 3.00773], [-6.50142, -1.31531, 3.07058], [-6.33521, -0.46113, 1.42155], [-4.11112, -3.50089, 2.74626], [-3.03126, -3.08517, 1.37663], [-4.70799, -3.10376, 1.16576], [-4.24120, 2.31255, 1.27469], [-4.75133, 3.70511, -0.97937], [-4.47098, 2.48972, -3.10820], [-3.87189, 0.13725, -3.15285], [-5.87242, -1.60128, -1.83159], [-5.94271, -3.37212, -1.31054], [-6.05780, -2.90736, -3.08680], [-4.07478, -1.95480, -4.61305], [-3.27445, -3.56504, -4.16681], [-2.37298, -2.01485, -4.04448], [-3.38310, -4.24013, -0.41196], [-2.15349, -4.29812, -1.65083], [-3.80768, -5.09019, -1.84734], [6.84418, -0.85783, -0.36336], [5.49345, -1.37845, 0.11603], [5.34014, -2.55749, 0.81995], [4.04379, -2.96876, 1.12800], [3.88743, -4.28961, 1.84275], [2.95317, -2.18654, 0.82128], [3.02958, -1.00501, 0.06806], [4.40901, -0.60670, -0.19695], [1.91497, -0.38666, -0.21509], [1.86061, 0.64282, -1.24970], [0.36378, 1.03853, -1.59283], [0.30948, 2.10701, -2.72065], [0.93465, 3.41545, -2.13310], [2.43924, 3.08440, -1.84008], [3.05794, 2.61425, -3.13725], [2.33147, 1.28722, -3.69515], [0.95559, 1.68074, -4.00312], [2.36770, 0.13576, -2.62383], [2.42211, 1.97047, -0.77217], [6.76631, -0.06631, -1.14835], [7.50795, -1.69736, -0.74091], [7.41752, -0.37345, 0.44398], [6.25015, -3.16739, 0.98044], [4.08588, -5.10756, 1.12109], [2.86634, -4.57817, 2.18982], [4.63842, -4.35540, 2.63277], [1.95120, -2.47117, 1.20163], [4.48875, 0.23041, -0.88185], [-0.19922, 1.45139, -0.69557], [-0.08297, 0.07502, -1.95559], [-0.77950, 2.31634, -2.94220], [0.49564, 3.61455, -1.18530], [0.90152, 4.20015, -2.90412], [2.87097, 4.03403, -1.39629], [4.08126, 2.36513, -2.82448], [3.14624, 3.43347, -3.88735], [2.96941, 1.13108, -4.58386], [0.41581, 0.85660, -4.46081], [0.93949, 2.53210, -4.68215], [3.34174, -0.32993, -2.43910], [1.80643, -0.67391, -2.96426], [1.77132, 2.32652, 0.05234], [3.49876, 1.77306, -0.39089]]}